The following is a quantum chemistry calculation of a cluster of 12 separate species, C25H64N2O10S7 in total, from the OMol25 dataset.

Its HOMO-LUMO gap is 8.0 eV. As for the net charge: 0. The multiplicity is 1. The calculation puts the strongest force on any atom at 0.0734 Eh/bohr. Its HOMO energy is -8.038 eV. Its LUMO energy is -0.0012 hartree.

Element x y z (Å)
C  -2.235  4.924  -3.662
O  -2.773  6.222  -3.556
H  -1.409  4.657  -3.003
H  -3.002  4.197  -3.395
H  -1.823  4.685  -4.642
H  -3.638  6.068  -3.168
C  -7.282  0.754  -2.008
O  -7.662  -0.407  -1.285
H  -6.719  1.440  -1.375
H  -6.692  0.689  -2.923
H  -8.235  1.151  -2.358
H  -7.629  -0.131  -0.366
C  -1.320  -0.141  -1.219
O  -0.448  0.286  -0.138
H  -1.610  -1.185  -1.105
H  -2.242  0.437  -1.165
H  -0.864  0.048  -2.191
H  -0.871  1.009  0.331
N  4.731  -1.173  1.237
C  5.067  -1.791  2.377
C  6.444  -1.879  2.483
C  6.942  -1.395  1.262
C  5.866  -0.936  0.462
H  3.783  -0.962  0.960
H  4.251  -2.151  2.987
H  7.114  -2.185  3.274
H  7.999  -1.337  1.048
H  5.888  -0.468  -0.511
N  -1.467  -1.866  -6.760
C  -0.931  -0.894  -7.622
C  -1.795  0.162  -7.710
C  -2.972  -0.226  -7.115
C  -2.752  -1.461  -6.475
H  -0.983  -2.656  -6.360
H  0.086  -1.031  -7.957
H  -1.595  1.048  -8.294
H  -3.898  0.329  -7.142
H  -3.440  -2.103  -5.945
C  0.837  -0.417  6.814
S  -0.165  -1.937  7.246
O  0.544  -3.048  6.508
C  0.262  -2.051  9.026
H  0.467  0.460  7.345
H  0.693  -0.234  5.750
H  1.878  -0.530  7.118
H  1.341  -2.168  8.921
H  -0.191  -2.990  9.345
H  0.013  -1.254  9.726
C  6.320  4.178  -6.082
S  5.490  2.526  -5.952
O  6.439  1.466  -5.326
C  4.339  2.942  -4.563
H  7.031  4.197  -6.908
H  6.902  4.590  -5.258
H  5.566  4.922  -6.340
H  4.967  3.239  -3.724
H  3.638  2.150  -4.298
H  3.700  3.805  -4.754
C  -3.068  6.738  3.314
S  -3.655  5.375  2.210
O  -2.613  4.294  2.509
C  -5.236  5.019  3.081
H  -2.119  7.134  2.953
H  -2.961  6.374  4.335
H  -3.840  7.506  3.373
H  -5.758  4.165  2.650
H  -5.871  5.896  2.954
H  -5.056  4.960  4.155
C  -1.185  -8.465  -0.085
S  -1.710  -6.718  -0.240
O  -2.921  -6.614  0.687
C  -0.288  -6.021  0.724
H  -1.172  -8.805  0.950
H  -0.219  -8.632  -0.562
H  -1.996  -9.052  -0.516
H  0.006  -6.718  1.510
H  -0.441  -4.988  1.037
H  0.569  -5.900  0.061
C  5.767  6.118  6.306
S  4.747  4.573  6.170
O  3.739  4.854  7.289
C  3.735  5.061  4.661
H  6.677  6.169  5.709
H  6.151  6.097  7.326
H  5.255  7.048  6.058
H  3.040  4.240  4.486
H  4.327  5.122  3.748
H  3.181  5.995  4.746
C  3.548  -3.579  -4.626
S  3.189  -5.240  -5.266
O  1.700  -5.383  -5.431
C  3.844  -5.161  -7.031
H  3.545  -2.781  -5.369
H  4.521  -3.445  -4.152
H  2.813  -3.229  -3.901
H  3.381  -4.350  -7.593
H  3.620  -6.124  -7.490
H  4.926  -5.028  -7.050
C  -5.245  -2.279  3.003
S  -6.788  -1.966  3.978
O  -7.669  -1.096  3.052
C  -7.354  -3.676  4.052
H  -4.689  -1.350  2.873
H  -5.530  -2.742  2.058
H  -4.543  -2.933  3.519
H  -7.863  -3.947  3.128
H  -7.978  -3.784  4.940
H  -6.469  -4.307  4.140